1.
ORCA calculation (ωB97M-V/def2-TZVPD) on an isolated molecule of C15H29N3O2S.

```
! wB97M-V def2-TZVPD RIJCOSX def2/J DEFGRID3
* xyz 0 1
H -3.62139 3.08821 -2.20762
H -2.41164 -3.50876 0.31110
C -1.73463 -1.61628 1.13164
C -1.28155 0.50751 -0.34025
H -1.89916 -3.58572 2.00168
H 0.08612 0.38492 1.76982
C -4.03676 2.36446 -1.49692
H 4.64931 -1.81788 0.46617
C -5.54002 2.25286 -1.74741
N 2.00311 0.96154 1.28197
H -0.69182 -3.46660 0.71795
C 4.92230 -0.92761 -1.45020
C -3.78546 2.87934 -0.08213
H -0.43162 -1.46433 -0.57796
H -6.02459 3.21628 -1.60626
H 2.38968 1.87646 1.06437
C -3.12349 -1.17662 1.59759
H -3.66502 0.67274 -2.74535
N 0.62308 0.91551 1.07676
H 4.06481 -0.48512 -3.30434
C -1.83805 1.03663 -1.66709
H -2.72637 3.05121 0.09090
H 0.03325 -1.62834 1.95937
C -3.36901 1.00699 -1.74867
N 4.04783 0.14569 0.59167
H -3.76505 0.28431 -1.03325
H 4.30046 1.10680 0.40755
H -5.98702 1.54078 -1.05642
C 4.94435 -0.84698 0.05225
H -1.48409 2.05891 -1.81309
C 0.18134 0.88957 -0.21901
H 5.72561 -1.52313 -1.86258
H 3.19347 0.21358 -1.86441
H -3.34619 -1.64543 2.55233
H -1.40471 0.43999 -2.47126
H -3.16222 -0.10028 1.73811
H -2.14465 -1.37217 -0.95645
H 5.95814 -0.62154 0.39861
C 4.02205 -0.36787 -2.23551
H -1.81718 0.95930 0.49572
C 2.76220 -0.11478 0.88885
H -5.73844 1.91625 -2.76256
O -0.81748 -1.18389 2.12784
S 2.14998 -1.64994 0.94275
H -3.87696 -1.47239 0.87328
C -1.68382 -3.14509 1.03097
C -1.38280 -1.03096 -0.25538
H -4.15224 2.16480 0.65240
H -4.30792 3.82132 0.07210
O 0.91394 1.17610 -1.14181
*
```

Results
Lowest unoccupied orbital energy in eV: 0.768
Relative energy (zero: lowest compared OMol25 entry of this formula, charge and spin) in kJ/mol: 4.80
E_tot in eV: -35426.4265
Frontier orbital gap in eV: 9.43
SMILES: C=CCNC(=S)NNC(=O)[C@@H](CCC(C)C)CC(C)(C)O
E_HOMO in eV: -8.663

***

2.
ORCA calculation (ωB97M-V/def2-TZVPD) on a structure of composition C15H30As2F13O15Tl.

```
! wB97M-V def2-TZVPD RIJCOSX def2/J DEFGRID3
* xyz -1 2
H -3.97143 2.99272 0.34055
As 0.50656 -3.03844 -2.07349
O 2.48478 -0.55648 5.41754
F 4.57709 2.81504 2.25724
O -2.34924 0.00264 -3.56012
C -0.54456 -3.61125 4.76233
H 3.78413 -0.29903 3.93061
H 0.82291 5.98233 -1.36537
As 3.86131 3.06812 0.62739
F 2.14823 -2.41577 -1.47705
C -0.70553 0.82183 5.53950
H 3.58299 -0.28312 -2.33883
O -0.80216 -1.84277 2.49660
H 4.48073 -0.98115 5.40812
O -0.90544 4.80503 -1.47019
O -1.68132 -3.55277 1.32091
F 5.37560 3.83683 0.09355
F 4.28478 1.35606 0.11039
O 0.49276 0.18135 5.77037
O -0.96413 2.96822 -0.12126
F -2.47239 0.87849 2.03936
C -1.08946 -3.03886 2.47012
O -1.16668 -3.85072 3.48271
H 1.15752 1.73789 -5.28121
F 3.12700 4.60152 1.15971
H -0.46935 2.24461 -4.93790
F 0.54101 -4.51425 -1.09802
H -2.62295 -1.71826 -4.68425
O -2.72263 3.87532 -1.20596
H 0.86585 3.36976 -4.70498
H -3.57766 -1.42389 -0.23216
H 3.61073 -2.05570 4.40631
C -2.54292 -0.45093 -2.26496
O 0.59861 2.00625 -3.26022
C -1.49773 3.85835 -0.81756
H -1.11788 0.30297 4.67415
H 4.64607 1.07583 -2.74451
H -2.55147 -5.00026 0.05571
C -2.92286 -0.67038 -4.67339
H -2.81753 -2.94645 -0.75467
H -4.60123 -2.65714 -0.94684
O 1.62382 0.82292 -1.55641
H 0.39218 -4.15553 4.88227
F -0.11818 -2.19944 -0.60663
C -3.60211 -2.22224 -0.97388
F 3.03215 3.21149 -0.96086
C 1.67859 1.30179 -2.69853
H -1.38076 0.57898 6.35998
C 3.62392 -1.01661 4.73529
H -2.55153 -5.55285 1.75482
C -3.62871 2.88402 -0.68844
O 1.16227 -0.05335 3.51758
F 1.36845 -3.72140 -3.50622
C 0.52391 4.94664 -1.52680
H -1.07072 -4.16225 5.54185
F 2.35475 2.25771 1.24436
H 4.34296 -0.16083 -3.84946
F 0.29749 -1.49396 -2.89428
O -2.00392 0.02318 -1.21304
H 1.01490 4.33957 -0.76620
H -0.55962 1.89963 5.46767
C 3.83026 0.45012 -3.10650
H -2.82974 -0.12859 -5.61461
C 1.36090 -0.13634 4.78733
H -0.59194 -2.56460 5.06296
H -3.98725 -0.88133 -4.77674
H 0.94444 4.57579 -2.46153
C -2.03653 -4.94057 1.01455
H -3.29832 1.87264 -0.92524
O -3.35596 -1.54374 -2.19852
O 2.72473 1.22805 -3.53998
C 0.55959 2.33017 -4.58854
H -1.02853 -5.34466 0.92105
H -4.53447 2.85419 -1.29409
F -1.16725 -3.56483 -2.73074
Tl 0.05782 0.39283 0.83729
*
```

Results
Lowest unoccupied orbital energy (alpha / beta) in eV: 2.123 / -1.705
E_tot in eV: -208456.0124
Frontier orbital gap (alpha / beta) in eV: 9.94 / 6.05
E_HOMO (alpha / beta) in eV: -7.818 / -7.755

***

3.
ORCA calculation (ωB97M-V/def2-TZVPD) on a structure of composition C15H30As2F13O15Tl.

```
! wB97M-V def2-TZVPD RIJCOSX def2/J DEFGRID3
* xyz 0 1
H -3.52566 3.51072 1.98249
C 4.19199 -1.83238 0.11484
H -2.13748 2.87304 -3.75110
F 0.34860 -3.19544 -0.07830
H -2.16431 -1.11228 4.28614
C -2.74843 2.78293 1.75075
H 0.20308 5.27734 -1.42923
H -1.71699 1.44887 -4.78010
Tl 0.54765 -0.48607 -1.15585
H 3.66609 -3.24852 -1.80987
O 1.49052 0.46818 3.58296
C 4.42943 -3.74497 -1.21468
O -3.14548 -2.25369 1.72545
H -3.31674 -3.41476 0.00167
H 3.51534 3.86960 -3.25216
O -1.53892 -1.36941 0.43185
H 3.19432 2.25715 -2.65099
O 0.96810 -1.61632 3.68615
H -2.79999 0.46803 4.21012
H -0.19466 5.57526 0.25941
H -3.28691 1.93566 1.33795
H 3.24908 -0.02827 1.69796
H -1.49896 5.21470 -0.82724
O -1.86598 3.47710 0.86361
F -1.95611 -0.03752 -1.84003
C 1.50987 1.72826 2.90798
C -2.21985 -1.37264 1.42929
F -1.26756 -3.36247 -1.87725
C 0.56855 2.63659 -3.63255
O 0.40177 1.91962 -2.66207
H -3.73645 -0.85650 3.61774
H -2.14913 -3.91706 1.11016
O -0.24389 2.98244 -4.59001
C -2.72541 -0.44514 3.62209
H 1.01515 2.43807 3.57360
F 2.21495 1.39815 -0.14308
H -2.13468 3.05559 -5.40060
F -3.78973 0.47173 -0.14484
H 2.43650 3.63400 -1.89776
H 5.19103 -4.06458 -1.92502
H 2.52945 2.11106 2.84859
H 0.26456 -3.52085 3.73802
H -2.19271 2.56431 2.66086
H 0.72313 -2.95201 2.07942
H 1.06646 1.78984 1.91987
F -4.17917 -1.10474 -1.98860
H 3.98719 -4.66908 -0.84502
C 4.32311 0.05433 1.56375
C -3.17203 -3.52871 1.07494
As -3.65020 0.54275 -1.88344
O -0.16881 3.58707 -0.50999
C -0.95439 2.79575 0.18739
H 4.72973 0.26031 2.55087
H 4.55303 0.86240 0.87408
O 0.96009 -0.62143 1.67359
F 1.07121 -3.22932 -2.34334
F -0.94893 -5.28979 -0.30442
C -0.45751 4.98148 -0.61732
As 0.07488 -4.36563 -1.36638
O 1.71578 3.26704 -3.84565
O -2.12584 -0.44258 2.35646
H -3.77886 -4.23759 1.62230
F -3.07143 2.17985 -1.75740
F -3.51872 0.55555 -3.62679
H 1.97560 -3.33611 3.20510
F -5.27214 1.16638 -2.01043
C -1.59261 2.51485 -4.62538
F -0.15989 -5.47062 -2.68505
O -0.89583 1.58156 0.25425
O 3.14737 -1.52415 -0.41771
C 2.73213 3.22130 -2.86272
O 4.93175 -2.89380 -0.18645
F 1.50900 -5.21646 -0.94009
O 4.80804 -1.18080 1.06199
C 1.09750 -0.57546 2.87432
C 0.96039 -2.94172 3.14093
*
```

Results
Lowest unoccupied orbital energy in eV: -6.718
Relative energy (zero: lowest compared OMol25 entry of this formula, charge and spin) in kJ/mol: 0.00
E_tot in eV: -208452.2238
Frontier orbital gap in eV: 4.68
E_HOMO in eV: -11.394

***

4.
ORCA calculation (ωB97M-V/def2-TZVPD) on a structure of composition C15H30IrN4O6.

```
! wB97M-V def2-TZVPD RIJCOSX def2/J DEFGRID3
* xyz 3 1
C 0.49867 4.36841 2.45873
H 0.47530 -5.79590 2.32736
H -3.96408 -2.33779 1.68193
H 0.65641 -5.34977 -0.06527
H -0.22708 4.75279 3.17458
C 0.94610 0.65874 -4.54170
H 1.31787 5.07805 2.36563
H -4.88859 0.07990 2.73318
H 2.78480 -5.44270 1.49046
N -3.93230 0.33336 2.53837
H -2.13719 3.34966 -0.63378
H 1.72891 0.36925 -5.23552
H -0.59670 -4.21150 0.40708
H -0.83245 1.99063 -3.00362
N 1.48012 0.53397 -3.17271
H 3.08346 -0.76287 -3.52275
O -1.26613 1.52603 -1.02864
H 0.09515 -0.00540 -4.68607
C 0.78467 -4.79775 2.02694
Ir -0.34288 0.22075 0.33311
H 0.33532 6.15293 0.48004
O 1.17919 0.70878 -0.92910
C -0.72971 1.15028 -2.31710
H 2.76023 -4.53484 3.01991
H -1.31626 5.97471 1.09558
O -0.14583 1.98949 1.27738
C 0.73521 0.76305 -2.13218
H 3.18171 0.16558 -1.99529
C 1.40223 -3.33356 0.18743
C 2.90432 0.19757 -3.04249
H 1.84746 -3.48037 -0.79501
H 0.31993 -4.08064 2.70731
O -2.00046 -0.05720 1.51364
H -0.58013 3.44517 -1.48180
C -0.42096 3.06051 0.64678
H -3.50823 1.05968 3.09531
H 3.49322 0.96068 -3.54921
N -0.14649 4.23329 1.14432
H -0.88927 5.34979 -0.50677
O -0.15221 -1.64784 -0.62140
N 2.48233 -3.36459 1.24968
H -4.83473 -1.25315 0.60358
C 0.71282 -1.99381 0.22515
C -3.20473 -0.35938 1.68081
C -0.53276 5.49756 0.50779
C 0.44209 -4.49027 0.56784
C 2.29161 -4.64633 2.04589
H -3.21704 -1.84175 0.15153
H 0.87404 3.40824 2.79122
C -1.13075 2.93495 -0.69332
H 2.34013 -2.55668 1.86708
H -1.32432 0.31941 -2.69660
C -3.84475 -1.51382 0.97578
H 0.66474 1.68840 -4.75919
H 3.42334 -3.28482 0.86341
O 0.92467 -1.17888 1.17464
*
```

Results
Lowest unoccupied orbital energy in eV: -8.472
Relative energy (zero: lowest compared OMol25 entry of this formula, charge and spin) in kJ/mol: 51.08
E_tot in eV: -37102.4143
Frontier orbital gap in eV: 9.46
E_HOMO in eV: -17.936